# 1
# C5H15NSi

A 3-piece molecular cluster, C5H15NSi overall at a distorted geometry (ωB97M-V/def2-TZVPD, the Open Molecules 2025 dataset).

Geometry (Å):
C  -2.239  0.989  0.747
C  0.949  1.546  -0.498
C  1.966  -0.540  -0.130
C  -0.008  -2.301  -1.390
C  -2.348  -0.072  -0.422
N  0.652  0.176  -0.019
Si  -0.673  -0.787  -0.615
H  -3.111  0.826  1.287
H  -1.387  0.934  1.368
H  -2.358  2.035  0.433
H  1.612  2.111  0.250
H  1.594  1.293  -1.330
H  0.076  2.135  -0.617
H  2.632  -0.021  0.691
H  1.915  -1.584  0.223
H  2.369  -0.547  -1.130
H  -0.655  -3.230  -1.442
H  0.962  -2.396  -1.420
H  2.195  0.151  2.948
H  -2.853  0.312  -1.326
H  -2.958  -0.840  0.089
H  1.667  -0.189  2.302

Calculated values
energy relative to the best compared isomer or geometry (same formula, charge and spin): 100.0 kcal per mole
LUMO energy: 0.77 eV
DFT total energy: -14792.0023 eV
Kohn-Sham gap: 8.156 eV

Atomic partial charges in e from the Löwdin method, atoms 1 to 8: -0.162, -0.126, -0.226, -0.177, -0.299, -0.350, 0.688, 0.036

=====

# 2
# C14H36N2O6Ti

C14H36N2O6Ti as an isolated structure at a distorted geometry (ωB97M-V/def2-TZVPD, the Open Molecules 2025 dataset).

Geometry (Å):
Ti  -16.310  -20.180  -10.488
C  -16.030  -23.117  -8.649
O  -15.594  -21.811  -8.973
C  -14.789  -21.237  -7.954
C  -14.094  -19.996  -8.493
N  -14.975  -19.006  -9.113
C  -15.905  -18.317  -8.189
C  -16.775  -17.369  -8.973
O  -17.545  -18.105  -9.903
C  -18.469  -17.367  -10.671
H  -16.604  -23.480  -9.499
H  -16.704  -23.125  -7.785
H  -15.174  -23.757  -8.423
H  -13.992  -21.922  -7.647
H  -15.411  -21.014  -7.078
H  -13.385  -20.371  -9.239
H  -13.464  -19.540  -7.715
H  -14.391  -18.267  -9.492
H  -15.326  -17.728  -7.465
H  -16.514  -19.053  -7.667
H  -16.184  -16.608  -9.505
H  -17.424  -16.798  -8.297
H  -19.157  -18.056  -11.155
H  -17.955  -16.766  -11.430
H  -19.051  -16.695  -10.032
C  -13.768  -19.473  -12.696
O  -15.166  -19.590  -12.529
C  -15.843  -19.893  -13.757
C  -16.911  -20.941  -13.489
N  -17.714  -20.560  -12.321
C  -18.708  -21.586  -11.934
C  -19.356  -21.325  -10.595
O  -18.379  -21.135  -9.579
C  -18.962  -21.188  -8.287
H  -13.490  -18.692  -13.410
H  -13.317  -20.418  -13.011
H  -13.324  -19.233  -11.730
H  -15.146  -20.312  -14.480
H  -16.308  -18.966  -14.104
H  -16.445  -21.902  -13.263
H  -17.542  -21.105  -14.372
H  -18.292  -19.764  -12.591
H  -18.259  -22.579  -11.990
H  -19.501  -21.607  -12.699
H  -19.962  -22.201  -10.332
H  -20.050  -20.477  -10.633
H  -19.840  -20.542  -8.187
H  -18.243  -20.817  -7.558
H  -19.232  -22.224  -8.068
C  -14.286  -23.213  -11.847
C  -13.007  -23.363  -11.049
O  -12.246  -22.172  -11.243
O  -14.039  -23.265  -13.244
H  -14.767  -22.256  -11.586
H  -14.951  -24.033  -11.572
H  -12.478  -24.254  -11.403
H  -13.221  -23.526  -9.986
H  -11.342  -22.335  -10.960
H  -13.230  -22.764  -13.400

Calculated values
energy relative to the best compared isomer or geometry (same formula, charge and spin): 0.0 kcal per mole
<S²>: 3.752
charge: +1
LUMO energy (spin up / spin down): -1.91 / -1.96 eV
DFT total energy: -53473.5511 eV
Kohn-Sham gap (spin up / spin down): 4.569 / 10.608 eV
multiplicity: 4

Atomic partial charges in e from the Löwdin method, atoms 1 to 8: 0.682, -0.076, -0.296, -0.194, -0.177, -0.141, -0.166, -0.199

=====

# 3
# C20H38F12N2O22S7Zr

C20H38F12N2O22S7Zr as an isolated structure at a distorted geometry (ωB97M-V/def2-TZVPD, the Open Molecules 2025 dataset).

Geometry (Å):
Zr  -27.501  -18.512  -1.822
C  -25.549  -17.374  -6.330
F  -24.876  -16.198  -6.419
F  -26.821  -17.221  -6.675
F  -24.954  -18.100  -7.223
S  -25.533  -18.350  -4.638
O  -26.324  -19.548  -4.931
O  -24.172  -18.758  -4.460
N  -26.333  -17.544  -3.234
S  -25.436  -16.193  -3.207
O  -25.169  -15.742  -1.844
O  -24.175  -16.201  -3.936
C  -26.630  -14.872  -3.952
F  -25.946  -13.894  -4.787
F  -27.550  -15.268  -4.802
F  -27.246  -14.322  -2.878
C  -29.345  -16.100  1.310
F  -29.563  -17.241  1.855
F  -30.124  -15.950  0.254
F  -29.620  -15.109  2.077
S  -27.658  -15.945  0.641
O  -27.811  -15.109  -0.540
O  -26.739  -15.476  1.669
N  -27.160  -17.637  0.083
S  -26.550  -18.241  1.519
O  -27.391  -17.978  2.719
O  -26.289  -19.653  1.235
C  -24.781  -17.488  1.764
F  -24.705  -16.953  2.980
F  -23.831  -18.441  1.723
F  -24.520  -16.647  0.741
C  -34.021  -15.199  3.050
C  -34.942  -13.935  3.124
C  -34.382  -12.805  2.187
S  -32.607  -13.358  1.737
O  -31.636  -12.321  2.170
O  -32.572  -13.940  0.357
C  -32.580  -14.699  3.047
H  -34.135  -15.876  2.203
H  -34.039  -15.850  3.924
H  -34.900  -13.660  4.178
H  -35.933  -14.307  2.864
H  -34.073  -11.837  2.581
H  -34.765  -12.692  1.173
H  -32.427  -14.273  4.038
H  -31.805  -15.443  2.863
C  -17.534  -18.300  2.380
C  -18.190  -17.476  3.421
C  -19.687  -17.888  3.621
S  -20.155  -18.887  2.161
O  -21.177  -18.151  1.446
O  -20.368  -20.257  2.596
C  -18.548  -18.755  1.331
H  -17.270  -19.220  2.901
H  -16.645  -17.949  1.856
H  -18.276  -16.446  3.075
H  -17.695  -17.734  4.357
H  -20.284  -16.993  3.794
H  -19.840  -18.466  4.532
H  -18.620  -17.825  0.767
H  -18.501  -19.651  0.712
C  -29.663  -22.014  3.664
C  -28.729  -20.828  3.914
O  -29.451  -19.747  3.490
S  -31.063  -19.848  4.001
O  -31.866  -18.983  3.101
O  -31.138  -19.648  5.437
O  -30.991  -21.485  3.571
H  -29.656  -22.868  4.340
H  -29.498  -22.441  2.675
H  -27.682  -20.713  3.631
H  -28.629  -20.802  4.999
C  -24.526  -20.155  -1.208
C  -25.656  -21.191  -1.601
O  -26.731  -20.514  -2.347
O  -25.015  -18.873  -1.363
H  -23.777  -20.280  -1.989
H  -23.838  -20.330  -0.381
H  -26.103  -21.492  -0.654
H  -25.137  -21.959  -2.176
H  -26.988  -21.112  -3.052
H  -24.281  -18.258  -1.290
C  -29.626  -16.847  -3.471
C  -29.162  -17.984  -4.348
O  -28.702  -18.991  -3.574
O  -28.966  -16.754  -2.192
H  -30.694  -16.958  -3.288
H  -29.447  -16.002  -4.136
H  -28.311  -17.712  -4.973
H  -30.078  -18.225  -4.886
H  -29.259  -19.733  -3.819
H  -29.289  -15.912  -1.864
C  -26.849  -13.560  4.589
C  -26.637  -13.074  6.062
O  -26.590  -11.650  6.138
O  -25.800  -12.984  3.912
H  -27.682  -13.107  4.051
H  -26.886  -14.643  4.467
H  -25.656  -13.363  6.440
H  -27.354  -13.507  6.759
H  -27.534  -11.524  6.011
H  -25.848  -12.121  4.330

Calculated values
energy relative to the best compared isomer or geometry (same formula, charge and spin): 120.6 kcal per mole
charge: +2
LUMO energy: -9.08 eV
DFT total energy: -179090.5296 eV
Kohn-Sham gap: 3.737 eV

Atomic partial charges in e from the Löwdin method, atoms 1 to 8: 2.064, -0.610, 0.157, 0.157, 0.231, 0.750, -0.296, -0.217

=====

# 4
# C2H10N2O3

A 3-piece molecular cluster, C2H10N2O3 overall at a distorted geometry (ωB97M-V/def2-TZVPD, the Open Molecules 2025 dataset).

Geometry (Å):
N  1.289  0.679  0.250
C  1.025  0.282  -1.157
C  -0.120  -0.578  -1.243
N  -0.170  -1.691  -0.386
O  -1.060  -0.311  -2.039
H  1.821  1.545  0.268
H  0.402  0.981  0.672
H  0.906  1.124  -1.906
H  1.978  -0.141  -1.426
H  -0.100  -1.791  0.668
H  -0.791  -2.288  -0.767
H  0.154  -0.445  1.861
H  0.515  -0.543  3.247
O  0.398  -1.114  2.513
H  -1.704  0.912  -0.698
H  -2.727  1.868  0.127
O  -1.818  1.510  0.017

Calculated values
energy relative to the best compared isomer or geometry (same formula, charge and spin): 22.6 kcal per mole
<S²>: 0.753
charge: -1
LUMO energy (spin up / spin down): 3.93 / 3.74 eV
DFT total energy: -11357.3186 eV
Kohn-Sham gap (spin up / spin down): 3.000 / 8.230 eV
multiplicity: 2

Atomic partial charges in e from the Löwdin method, atoms 1 to 8: -0.040, -0.339, -0.659, 0.096, -0.136, 0.014, 0.021, 0.109